[1]
Molecular formula: C38H106N6O13
Method: DFT, the ωB97M-V functional and the def2-TZVPD basis

Values from the calculation:
ΔE to the lowest compared entry with this formula, charge and spin: 0.0 kJ/mol
structure (SMILES): COC[C@H](C)N.COC[C@H](C)N.COC[C@H](C)N.COC[C@H](C)N.COC[C@H](C)N.COCCNCCOC.CCO.CCO.CCO.CCO.CCO.CCO
gap between HOMO and LUMO: 0.318 Ha
LUMO energy: 0.34 eV
energy: -2817.8025 Ha
molar mass: 855.295 g/mol
HOMO level: -8.316 eV
maximum force: 2.4 eV Å⁻¹

```
! RIJCOSX wB97M-V def2-TZVPD def2/J DEFGRID3
* xyz 0 1
O 3.28195 -2.32532 -3.94735
O 0.39632 -7.70174 0.81823
O -7.21538 0.46279 0.17528
O -1.76420 -1.39611 2.94285
O 3.67350 6.54783 -2.48037
O 6.20557 3.00148 -2.07139
O -1.06310 0.16738 6.24048
O -1.47192 3.43442 0.17345
O -1.98888 -0.71054 -5.10876
O -5.34999 -2.11674 -0.69879
O 4.91967 -1.60187 1.50440
O 0.51015 -0.73672 1.51267
O -3.22908 2.23082 4.00483
N -1.77957 4.50691 4.78357
N 0.63812 -2.04981 -5.42056
N -1.79115 0.58599 0.55163
N 0.71479 2.44511 5.61583
N -1.82383 -6.76867 -0.82924
N 3.46567 3.65952 -2.16822
C 2.44567 0.77795 5.08806
C -1.97405 5.40580 2.47710
C -1.34765 4.03877 -1.09884
C 0.33767 -0.60967 -5.51341
C 1.38726 0.14684 -6.30295
C 7.55347 2.63839 -1.92729
C 3.02112 7.75588 -2.22835
C -4.08623 -3.35252 -2.29953
C -1.28019 -0.59011 -0.15606
C 0.32849 0.08971 6.13197
C -2.56643 2.99320 3.01254
C -1.02059 -4.49913 -0.39299
C -2.04599 -2.67657 3.45898
C 2.02150 -3.88247 -2.58809
C 3.93255 2.28691 -2.03653
C 0.01171 3.75443 -1.69925
C -2.52478 4.40993 3.51731
C 0.19905 -0.72074 0.13596
C -3.05905 -3.38984 2.58676
C -3.33407 -0.37038 -5.39730
C -5.30670 -3.37782 -1.39966
C 3.69870 4.37850 -3.43058
C -0.10877 -6.39042 0.95310
C 5.31644 2.13098 -1.41656
C 1.01349 -8.23430 1.96773
C 3.01679 5.72710 -3.41814
C -6.21548 1.20831 -0.53332
C -5.64838 2.31622 0.33572
C -0.64081 -5.98083 -0.41235
C 5.76070 0.62955 2.00867
C -1.04827 -0.40443 -6.09454
C -1.64809 -1.04731 5.80360
C 3.26599 -3.00574 -2.68049
C 1.84236 -1.17669 1.70812
C 0.93136 1.05091 5.13049
C 5.84111 -0.87774 2.32478
C -3.57959 0.95851 3.55720
C -1.52177 -0.44794 -1.65160
H 0.29356 -0.13906 -4.52639
H 4.14928 -3.64575 -2.66568
H -4.23123 -2.64465 -3.12241
H -3.13779 2.94908 2.07669
H -0.73063 0.10750 -2.15846
H 2.52444 -0.71811 0.99117
H -1.56700 2.45931 0.17498
H -0.94440 5.16948 2.20366
H 0.37006 -8.08612 2.84308
H 3.33756 8.16355 -1.27378
H -3.56039 4.75287 3.61806
H -1.61155 -1.41847 -2.14697
H 0.56009 -1.64678 -0.33578
H -5.38508 0.61068 -0.92291
H 2.37005 -2.09060 -4.19067
H -1.74837 -1.52203 0.19592
H -3.63393 -4.13714 3.13078
H 1.89825 -2.25013 1.46486
H -0.89013 4.04182 4.58798
H 3.22451 1.80729 -1.33420
H 1.32201 2.57449 6.42876
H -6.76235 1.62086 -1.38218
H 3.16671 6.11656 -4.44844
H 1.97901 -7.74837 2.16486
H -4.37783 0.49772 4.15116
H 6.20521 1.23906 2.79580
H 1.41685 -0.13359 -7.36428
H -6.27729 3.20385 0.40785
H 0.74885 -5.74475 1.20931
H 5.40599 -1.88768 0.72652
H -2.16442 3.66907 -1.73162
H 8.17879 3.41389 -2.36432
H -1.38521 -1.83435 6.52382
H -1.13421 -0.93852 -7.05587
H 3.37997 3.74070 -4.25797
H -2.04711 6.41078 2.90292
H 4.01820 4.23004 -1.52940
H -1.45013 5.46563 4.89823
H 0.76993 0.21379 7.12854
H -1.44354 5.11214 -0.92825
H -6.76797 -0.23933 0.65782
H 0.71740 -2.43625 -6.35639
H -2.77927 0.22342 3.71133
H 1.19505 3.08487 4.97804
H 1.92619 5.69353 -3.30685
H -1.58763 2.52377 2.82110
H -3.92577 1.00327 2.51816
H -3.36645 0.66161 -5.76198
H 1.16039 -3.30552 -2.25185
H 6.35725 0.80142 1.10949
H -3.25751 -2.91988 -1.73226
H 3.30456 -2.22077 -1.91788
H -0.86561 -6.34009 1.74981
H -1.37351 -1.17789 4.75621
H 2.57991 -0.24719 4.70201
H -3.86346 -0.56102 -4.47082
H 2.39751 -0.15668 -6.00399
H 1.26248 1.21748 -6.16614
H -1.10352 -3.24449 3.47216
H 0.80271 4.21916 -1.10849
H -1.54638 -7.74176 -0.71886
H 4.72431 0.91474 1.83979
H -2.38331 -2.69730 4.50237
H 0.20619 2.68081 -1.65492
H 6.86326 -1.17906 2.09338
H -6.24921 -3.51283 -1.92731
H -2.73637 -1.02621 5.90575
H -0.67910 -3.92502 0.47826
H -6.26002 -1.81885 -0.62311
H 5.58104 -1.01573 3.37214
H -2.47626 0.04703 -1.83906
H 1.82397 -4.34040 -3.55702
H -2.80688 0.59734 0.58999
H -0.51729 -3.96484 -1.20653
H -5.56404 1.93665 1.35841
H 2.10652 -4.71456 -1.87987
H -1.14615 0.65866 -6.39673
H 1.93022 7.63691 -2.20564
H 0.65377 -0.91277 5.81336
H -3.73665 -0.99425 -6.20488
H 2.95076 0.90444 6.03954
H 5.62622 1.07825 -1.44948
H -2.08170 -4.28635 -0.50001
H 3.23920 8.45366 -3.04868
H -2.55925 5.45196 1.55503
H -1.51788 0.51663 1.52977
H -3.74170 -4.30179 -2.70453
H 7.87173 2.56437 -0.87607
H 2.91957 1.35439 4.28839
H 0.75671 0.07163 -0.39293
H -0.18369 -2.48951 -5.01070
H -3.79707 -2.64025 2.27745
H 7.72803 1.67064 -2.41174
H 2.08359 -1.05084 2.75714
H 1.18960 -9.28717 1.76962
H 3.76287 1.70037 -2.94170
H 0.47799 1.01996 4.13994
H -0.83273 -1.31994 2.68591
H 4.77028 4.58107 -3.57121
H 5.21900 2.41435 -0.35632
H -2.59761 -6.58327 -0.20065
H -2.57363 -3.72914 1.67632
H 0.19560 -6.20081 -1.07752
H 0.13241 4.13465 -2.71644
H -4.64540 2.65459 0.05943
H -5.12715 -4.17188 -0.66380
*
```



[2]
Molecular formula: C38H19F5N2O13STa
Method: DFT, the ωB97M-V functional and the def2-TZVPD basis

Values from the calculation:
ΔE to the lowest compared entry with this formula, charge and spin: 0.0 kJ/mol
gap between HOMO and LUMO: 0.252 Ha
LUMO energy: 1.20 eV
energy: -3501.7510 Ha
molar mass: 1019.576 g/mol
HOMO level: -5.655 eV
maximum force: 0.5 eV Å⁻¹

```
! RIJCOSX wB97M-V def2-TZVPD def2/J DEFGRID3
* xyz -1 1
Ta -0.39936 -0.29529 0.23269
S -0.18766 -2.27200 1.66868
F -4.19470 -3.76573 -1.91984
F -3.41412 1.23202 0.04142
F -1.75031 -3.05025 -1.10680
F -5.82536 0.50558 -0.81532
F -6.25162 -1.99265 -1.79765
O 0.75875 5.02862 -1.36585
O 5.65517 -5.69919 0.98926
O -1.55690 0.20928 1.80925
O -0.75994 3.64366 -2.01758
O 6.81651 -0.22950 -0.50013
O -1.44268 1.06606 3.86688
O -1.50490 5.89100 4.37976
O -0.49496 1.66439 -0.08616
O 1.22561 0.59955 1.64088
O 4.46722 -6.62803 -0.62502
O 7.55377 0.91854 1.35916
O 1.67562 -0.46483 -0.20049
O -0.97366 7.17780 2.73982
N -0.13800 4.22944 -1.16024
N -1.18439 6.08009 3.22312
C -4.81484 -0.37409 -0.86022
C 2.48602 -2.92815 1.65037
C 2.08538 0.19557 0.82789
C 5.33587 1.33250 2.33532
C -1.36168 1.18222 2.66825
C -1.10044 2.53619 2.05579
C -1.02581 4.91126 2.35670
C -0.51262 3.99677 0.23821
C 4.51467 -5.82494 0.26433
C 0.46639 -1.39405 -2.81593
C 3.56771 -3.73404 1.34193
C 3.38759 -4.91800 0.63114
C -5.03526 -1.63949 -1.36435
C -2.46778 -0.89396 -0.44798
C -2.74016 -2.14521 -0.97711
C 6.19203 0.84376 1.37927
C -0.16376 -0.21314 -4.86853
C 7.96188 0.35233 0.11085
C 2.10482 -5.27586 0.22736
C 1.02212 -4.46982 0.53049
C 1.18342 -2.47087 -2.23445
C 4.41693 -0.07431 0.03551
C -3.55038 -0.03334 -0.40971
C 3.97416 1.11077 2.12475
C -3.98638 -2.53843 -1.42374
C 1.20359 -3.27763 1.23354
C 3.52896 0.42728 1.00163
C 1.32185 -2.17209 -4.98421
C -1.25547 3.64413 2.86393
C 2.00413 -3.18742 -4.38179
C -0.99246 0.49960 -2.72750
C -0.31632 -0.48052 -2.03351
C 1.92791 -3.33849 -2.97954
C -0.71509 2.68903 0.70924
C 0.54161 -1.25902 -4.22782
C 5.74411 0.15757 0.26053
C -0.63947 5.10279 1.04510
C -0.91640 0.64830 -4.12828
H 0.02705 -4.74274 0.20545
H 1.97462 -6.19180 -0.33402
H 2.59717 -3.87692 -4.96981
H 5.50926 -5.08970 1.72226
H -1.54388 3.50089 3.89509
H 8.70925 -0.41947 0.29291
H 2.45878 -4.14889 -2.49428
H 1.36233 -2.04280 -6.06047
H -1.45837 1.45776 -4.60240
H 1.13490 -2.60947 -1.16563
H -1.60238 1.21816 -2.19374
H -0.09244 -0.11483 -5.94617
H 3.24145 1.46971 2.83479
H -0.44251 6.09085 0.65793
H 5.70354 1.86202 3.20269
H 4.55667 -3.40138 1.64137
H 8.36040 1.14299 -0.53022
H 2.63178 -2.02225 2.22353
H 4.05101 -0.61430 -0.82736
*
```



[3]
Molecular formula: C38H22BrF12IIrN2O4S
Method: DFT, the ωB97M-V functional and the def2-TZVPD basis

Values from the calculation:
<S²>: 0.76
gap between HOMO and LUMO (spin up / spin down): 0.207 / 0.206 Ha
LUMO energy (spin up / spin down): 3.43 / 3.43 eV
energy: -6444.4910 Ha
molar mass: 1229.672 g/mol
HOMO level (spin up / spin down): -2.204 / -2.180 eV
maximum force: 1.5 eV Å⁻¹

```
! RIJCOSX wB97M-V def2-TZVPD def2/J DEFGRID3
* xyz -2 2
Ir 0.35116 -0.00053 -0.10891
I 7.95811 -0.82395 0.76349
Br 3.31706 0.97053 -0.83931
S 2.79955 -3.73578 -2.07609
F -4.44927 -2.33792 -0.02678
F -2.04742 2.25641 -0.52222
F -0.00603 4.84259 -2.96633
F -3.88269 -0.38449 -0.72880
F 1.47687 3.37318 -3.53527
F 1.50019 4.23445 -1.56336
F -4.21513 -0.71980 1.38312
F -0.82997 3.99927 -0.13191
F -1.99711 -1.75341 2.80766
F -2.98421 -3.41121 1.86193
F -2.18861 3.97825 -1.81067
F -0.84716 -3.16678 1.65186
O -1.55602 -0.38823 0.66641
O 0.65156 1.85364 -1.22695
O 0.94836 -0.96346 1.68331
O 1.63194 -0.69445 3.78886
N 1.42773 -1.57639 -0.94349
N -0.93384 -0.24517 -1.78106
C -1.32378 3.21175 -1.10645
C -0.18788 2.58084 -1.98969
C -2.16859 2.47448 -6.65325
C 3.09679 2.29329 0.48596
C -1.96841 -3.71258 -0.97370
C -1.81914 -5.89650 -2.20668
C -0.88744 1.83616 -3.10647
C 3.75033 -1.75118 1.24507
C -1.55571 -4.41612 -2.09172
C 4.19074 0.12929 2.67385
C 3.06565 4.21692 2.47909
C 1.98809 -2.47004 -1.43742
C 3.30010 -0.79859 2.15054
C -0.27540 1.69384 2.10143
C 5.08146 -1.78068 0.85222
C -0.22449 2.66928 3.11878
C 1.93131 2.35641 1.31385
C 5.52118 0.12987 2.27869
C -2.26570 -0.00139 -3.76580
C -1.17065 2.43172 -4.33322
C -2.17756 -1.57489 0.42044
C 0.86466 3.47119 3.23817
C -2.54794 0.61981 -4.96368
C -0.70403 -2.35423 -2.99019
C 4.13496 4.12946 1.64337
C 1.85124 -0.78773 2.59165
C 4.15093 3.14589 0.63733
C 0.76491 1.53508 1.22311
C 5.94390 -0.82746 1.36903
C -1.94935 1.82838 -5.30603
C -1.74869 -2.34196 -0.83643
C -1.14287 -1.63960 -1.87089
C -0.89064 -3.71435 -3.09559
C 1.95488 3.34760 2.34419
C 0.68845 3.76896 -2.51929
C -1.32573 0.52510 -2.84444
C -1.99327 -2.48618 1.69405
C -3.69265 -1.25819 0.26595
H -1.38195 -6.44088 -1.36648
H -1.26512 2.98326 -6.99489
H -0.76909 3.41044 -4.55911
H -0.51042 -4.24229 -3.96334
H 3.05140 -2.46949 0.84067
H 4.97829 4.80202 1.74451
H -2.97267 3.21725 -6.61969
H -2.47482 -4.25654 -0.18668
H 3.82816 0.86054 3.38645
H 5.42358 -2.51451 0.13476
H 3.03885 4.96230 3.26649
H 0.92384 4.21856 4.02211
H -1.05969 2.76856 3.80241
H -2.89223 -6.10469 -2.20846
H 5.00623 3.04952 -0.01764
H -1.38966 -6.29333 -3.12739
H -3.24731 0.14849 -5.64906
H -0.18645 -1.80807 -3.76925
H -1.14444 1.05509 2.03174
H -2.76011 -0.92960 -3.51718
H -2.43922 1.72542 -7.39989
H 6.20806 0.87221 2.66272
*
```